Molecular formula: C3H6N2O
Method: DFT, ωB97M-V with the def2-TZVPD basis set

Structure (SMILES)   [H]/N=C\C#N.[H][H].C=O
Orbital gap   9.94 eV
E_LUMO   -0.57 eV
Total charge   0

CARTESIAN COORDINATES (ANGSTROEM)
H 1.2126 1.4049 0.9158
N 0.8570 0.5749 1.3969
C 1.1114 -0.4871 0.7537
C 1.8636 -0.5326 -0.4919
N 2.4707 -0.5462 -1.4772
H 0.7560 -1.4428 1.1395
H -1.1693 1.4833 1.2265
H -1.6341 1.5172 0.6475
C -1.2436 -0.7547 -1.1430
O -2.1840 -0.0517 -0.8805
H -0.4583 -0.4532 -1.8632
H -1.1081 -1.7495 -0.6695

Forces on atoms 1 to 6 (eV/Å):
H 0.0442 -0.0754 0.0754
N 0.2704 -0.3238 -0.2590
C -0.0188 0.1797 0.3046
C 0.5803 0.0349 -0.8402
N -0.6023 -0.0207 0.9266
H 0.1431 0.0818 -0.0361

=====

Molecular formula: C3H6N2O
Method: DFT, ωB97M-V with the def2-TZVPD basis set

Structure (SMILES)   NC(=O)N1CC1
Orbital gap   10.43 eV
E_LUMO   0.88 eV
Total charge   0

CARTESIAN COORDINATES (ANGSTROEM)
N 2.0011 0.2697 -0.3360
C 1.0068 -0.6692 -0.1954
O 1.1657 -1.8469 -0.4521
N -0.1306 -0.1873 0.4315
C -1.4976 -0.5596 0.3298
C -1.0653 0.8837 0.2798
H 1.7864 1.2468 -0.4248
H 2.8562 -0.0459 -0.7638
H -1.8514 -1.0227 -0.5939
H -1.9309 -0.9720 1.2391
H -1.1728 1.3944 -0.6786
H -1.1676 1.5091 1.1644

Forces on atoms 1 to 6 (eV/Å):
N 0.0596 0.0215 -0.1638
C 0.0049 -0.0768 0.0259
O -0.1251 0.3022 0.0094
N 0.2664 -0.2203 0.1182
C -0.0759 -0.2866 0.0185
C -0.0071 0.1488 -0.0140

=====

Molecular formula: C3H6N2O
Method: DFT, ωB97M-V with the def2-TZVPD basis set

Structure (SMILES)   Cc1[nH][nH]c1O
Orbital gap   8.36 eV
E_LUMO   0.69 eV
Total charge   0

CARTESIAN COORDINATES (ANGSTROEM)
C -1.0844 1.2199 -0.4006
C -0.0402 0.1926 -0.1870
N 1.2420 0.0675 -0.8385
N 1.5635 -0.9764 0.1258
C 0.2246 -0.8862 0.5737
O -0.3778 -1.7282 1.4478
H -1.9695 0.9749 0.1821
H -1.3588 1.2668 -1.4539
H -0.7315 2.2082 -0.0999
H 1.8766 0.8616 -0.7567
H 1.8832 -1.8444 -0.2962
H -1.2278 -1.3563 1.7034

Forces on atoms 1 to 6 (eV/Å):
C 0.2972 -0.1223 -0.0496
C -0.2528 -0.2586 0.2704
N -0.0456 -0.1496 -0.6747
N 0.4974 -0.2090 0.6696
C -0.2526 0.5505 -0.1705
O 0.3705 0.0491 -0.2026

=====

Molecular formula: C3H6N2O2
Method: DFT, ωB97M-V with the def2-TZVPD basis set

Spin multiplicity   2
Orbital gap (spin up / spin down)   3.99 / 7.23 eV
E_LUMO (spin up / spin down)   3.93 / 3.90 eV
Total charge   -1

CARTESIAN COORDINATES (ANGSTROEM)
O -2.3023 1.7832 -0.9458
C -1.0818 1.6594 -0.6205
C -0.5794 0.7391 0.5495
N 0.7839 0.3071 0.3631
C 1.2141 -0.9468 0.0785
N 0.2381 -1.8985 -0.0575
O 2.3949 -1.2094 -0.1686
H -0.1834 1.7643 -1.2741
H -1.2790 -0.0579 0.8513
H -0.6496 1.3238 1.4783
H 1.5047 1.0023 0.3489
H 0.6650 -2.7497 -0.3539
H -0.7250 -1.7169 -0.2493

Forces on atoms 1 to 6 (eV/Å):
O -0.4704 -0.0114 -0.1323
C 1.6518 -1.0140 0.8129
C -1.3793 1.4677 0.3668
N 0.1556 -0.8221 0.4886
C -0.2657 1.3293 -1.1291
N 0.5924 -0.6270 0.5450

=====

Molecular formula: C3H6N2O2
Method: DFT, ωB97M-V with the def2-TZVPD basis set

Structure (SMILES)   [H]/N=C/OCC(N)=O
Orbital gap   10.82 eV
E_LUMO   0.96 eV
Total charge   0

CARTESIAN COORDINATES (ANGSTROEM)
H -1.1703 0.1467 -2.4056
N -0.8398 0.3012 -1.4564
C -1.6661 -0.1743 -0.6240
O -1.4734 -0.1498 0.7006
C -0.2020 0.3033 1.1392
C 0.9231 -0.5245 0.5095
N 1.9978 0.2046 0.0759
O 0.8744 -1.7365 0.4918
H -2.6170 -0.6653 -0.8406
H -0.0840 1.3767 0.9547
H -0.1990 0.1195 2.2161
H 2.6548 -0.3292 -0.4777
H 1.8015 1.1276 -0.2837

Forces on atoms 1 to 6 (eV/Å):
H 0.0259 0.0770 0.0948
N -0.2640 -0.1561 0.2028
C 0.0430 0.0420 -0.1745
O -0.0510 -0.0807 -0.0420
C 0.0783 0.0721 0.0717
C 0.0382 -0.1771 0.0168

=====

Molecular formula: C3H6N2O2
Method: DFT, ωB97M-V with the def2-TZVPD basis set

Structure (SMILES)   [H]/N=C/OCC(N)=O
Orbital gap   10.85 eV
E_LUMO   0.97 eV
Total charge   0

CARTESIAN COORDINATES (ANGSTROEM)
H -0.9254 -0.7403 -2.5372
N -0.5422 -0.3013 -1.7032
C -1.4262 0.4015 -1.1311
O -1.1949 1.0960 -0.0071
C 0.1116 0.9531 0.5217
C 0.3381 -0.4560 1.0758
N 1.6334 -0.8896 0.9905
O -0.5389 -1.0744 1.6401
H -2.4560 0.5603 -1.4597
H 0.8613 1.2113 -0.2338
H 0.1687 1.6647 1.3490
H 1.7768 -1.8465 1.2837
H 2.1938 -0.5788 0.2113

Forces on atoms 1 to 6 (eV/Å):
H 0.0595 0.0623 0.1091
N -0.2897 0.1464 0.1338
C 0.0830 -0.0693 -0.1955
O -0.0104 -0.0602 -0.1355
C 0.1102 0.0377 0.0417
C -0.0788 -0.0636 0.1637

=====

Molecular formula: C3H6N2O2
Method: DFT, ωB97M-V with the def2-TZVPD basis set

Orbital gap   6.97 eV
E_LUMO   0.29 eV
Total charge   0

CARTESIAN COORDINATES (ANGSTROEM)
C -4.7587 -0.0538 0.2440
C 0.2091 -0.5004 0.2586
C -0.8187 0.2886 -1.3183
N -0.7110 -1.0717 -0.6238
N 0.0092 0.9898 -0.1005
O -4.7324 0.9249 0.7999
O -4.7167 -1.0121 -0.3888
H 0.1336 -0.7210 1.2521
H 1.2392 -0.8718 0.0349
H -1.9030 0.5224 -1.2222
H -1.6581 -1.3449 -0.3152
H -0.1616 1.5548 0.7797
H 0.8652 1.1713 -0.6260

Forces on atoms 1 to 6 (eV/Å):
C 0.4020 -1.9475 -1.7813
C 1.7339 -0.3168 -1.1190
C -1.4402 -0.5762 -1.0992
N -1.6987 0.3748 -1.4899
N 1.3640 -1.8009 1.1648
O -0.1715 3.2693 2.2428

=====

Molecular formula: C3H6N2O2
Method: DFT, ωB97M-V with the def2-TZVPD basis set

Structure (SMILES)   [H]/N=C/O/C=C(\N)O
Orbital gap   8.91 eV
E_LUMO   0.86 eV
Total charge   0

CARTESIAN COORDINATES (ANGSTROEM)
H -2.5226 0.4505 1.5287
N -1.6444 0.3925 1.0208
C -0.7249 -0.0573 1.7709
O 0.5446 -0.2396 1.3916
C 1.0475 0.3425 0.2204
C 0.6589 0.0346 -1.0282
N -0.4582 -0.6523 -1.4028
O 1.3778 0.4528 -2.1108
H -0.8259 -0.3781 2.8122
H 1.8419 1.0518 0.4210
H -0.3553 -1.3713 -2.1003
H -1.2000 -0.7225 -0.7188
H 2.2607 0.6964 -1.8048

Forces on atoms 1 to 6 (eV/Å):
H 0.0914 -0.0254 0.0129
N 0.3356 -0.1410 0.3575
C -0.3412 0.1075 -0.1132
O -0.0922 0.0158 -0.0233
C 0.0289 0.1337 -0.2673
C -0.0365 -0.0346 0.2892

=====

Molecular formula: C3H6N2O2
Method: DFT, ωB97M-V with the def2-TZVPD basis set

Structure (SMILES)   CNN(C=O)C=O
Orbital gap   9.61 eV
E_LUMO   -0.20 eV
Total charge   0

CARTESIAN COORDINATES (ANGSTROEM)
C -0.1590 1.6881 -0.2362
N 0.1267 0.6340 0.7367
N 0.1643 -0.6349 0.0561
C 1.4286 -1.0768 -0.1496
O 2.5456 -0.7073 0.4917
C -1.0396 -1.3489 0.0004
O -2.2163 -1.0024 0.4183
H -0.2100 2.6760 0.2722
H -1.1935 1.6119 -0.8553
H 0.6944 1.6380 -0.9952
H -0.5635 0.6805 1.7217
H 1.2848 -1.9264 -0.8992
H -0.8625 -2.2318 -0.5616

Forces on atoms 1 to 6 (eV/Å):
C -1.1828 0.1537 -1.7267
N -2.3027 0.4261 2.9904
N -2.1313 3.5384 3.1458
C 5.4182 -0.9018 2.4099
O -6.6834 -1.9379 -4.2667
C -4.0527 1.7773 0.7697

=====

Molecular formula: C3H6N2O2
Method: DFT, ωB97M-V with the def2-TZVPD basis set

Orbital gap   9.41 eV
E_LUMO   0.66 eV
Total charge   0

CARTESIAN COORDINATES (ANGSTROEM)
N -1.3585 0.6517 -0.6398
C -1.3987 0.0078 0.5678
O -2.3801 -0.0096 1.2846
C -0.1276 -0.7314 0.9654
O 1.0558 0.0711 1.2149
C 2.0719 0.1985 0.3887
N 1.6311 0.0950 -0.9498
H -2.2457 0.9906 -0.9838
H -0.6823 0.3409 -1.3243
H 0.1058 -1.4890 0.2120
H -0.3210 -1.1936 1.9321
H 1.2092 1.0072 -1.1074
H 2.4401 0.0608 -1.5605

Forces on atoms 1 to 6 (eV/Å):
N -0.0579 -0.0950 -0.0283
C -0.1896 0.1059 0.0482
O 0.3645 0.0891 -0.2523
C -0.1131 -0.1435 0.0146
O 0.3322 0.0670 0.0650
C -0.1835 -0.2545 -0.1270

=====

Molecular formula: C3H6N2O2
Method: DFT, ωB97M-V with the def2-TZVPD basis set

Structure (SMILES)   [H]/N=C1/N[C@@H](O)CO1
Orbital gap   10.36 eV
E_LUMO   0.68 eV
Total charge   0

CARTESIAN COORDINATES (ANGSTROEM)
H 0.4076 2.7084 -1.4735
N 0.8756 2.3651 -0.6392
C 0.4980 1.1920 -0.3992
N 0.8860 0.4462 0.7134
C 0.4144 -0.8869 0.5023
O -0.0440 -1.5109 1.6530
C -0.8156 -0.6735 -0.5385
O -0.3407 0.4649 -1.2177
H 0.6403 0.8507 1.6116
H 1.1685 -1.4807 -0.0186
H -0.9035 -1.5289 1.2094
H -1.8508 -0.4436 -0.1559
H -0.9358 -1.5029 -1.2473

Forces on atoms 1 to 6 (eV/Å):
H 0.0073 0.0750 -0.0007
N -0.1050 -0.0330 -0.0760
C 0.0789 0.6285 0.0298
N -0.1237 0.1259 -0.2403
C -0.6965 0.1095 -1.4622
O -0.7861 0.0083 -0.6139

=====

Molecular formula: C3H6N2O2
Method: DFT, ωB97M-V with the def2-TZVPD basis set

Structure (SMILES)   C=C[C@H](N)[N+](=O)[O-]
Orbital gap   10.42 eV
E_LUMO   0.61 eV
Total charge   0

CARTESIAN COORDINATES (ANGSTROEM)
C 0.6631 1.6916 -0.1982
C 0.2457 0.4778 -0.5144
C -0.5569 -0.3867 0.4047
N -0.4468 -1.7536 0.1526
N -2.0444 0.1989 0.0073
O -2.3865 1.2207 0.5374
O -2.6506 -0.4624 -0.7948
H 1.1601 2.3213 -0.9162
H 0.5226 2.1051 0.7860
H 0.3705 0.0863 -1.5121
H -0.4362 -0.1294 1.4551
H -0.6165 -1.9949 -0.8156
H -0.9967 -2.3358 0.7682

Forces on atoms 1 to 6 (eV/Å):
C 0.1176 -0.1702 -0.0453
C 0.3159 0.0336 0.2351
C -0.5739 0.7488 -0.6329
N 0.0966 -0.0899 0.0541
N 1.0470 -1.0500 0.9946
O -0.3695 0.3941 0.0135

=====

Molecular formula: C3H6N2O2
Method: DFT, ωB97M-V with the def2-TZVPD basis set

Structure (SMILES)   [H]/N=C/OCC(N)=O
Orbital gap   10.84 eV
E_LUMO   0.93 eV
Total charge   0

CARTESIAN COORDINATES (ANGSTROEM)
H -0.2760 2.4093 -1.6923
N -0.2740 1.7581 -0.9046
C -0.9528 0.7426 -1.2383
O -1.4011 -0.1880 -0.3951
C -0.7556 -0.2989 0.8723
C 0.5167 -1.0902 0.4905
N 1.7403 -0.5667 0.7229
O 0.3352 -2.1351 -0.1003
H -1.2511 0.4746 -2.2546
H -0.7386 0.6911 1.3475
H -1.3583 -0.9663 1.5011
H 2.5334 -1.1121 0.4114
H 1.8818 0.2816 1.2393

Forces on atoms 1 to 6 (eV/Å):
H 0.5708 -0.3099 0.1020
N -0.5984 0.0707 -0.0615
C -0.0192 0.3367 -0.1831
O -0.4291 -0.2948 0.0624
C -0.0471 -0.0465 -0.0038
C -0.1814 0.1437 0.1060

=====

Molecular formula: C3H6N2O2
Method: DFT, ωB97M-V with the def2-TZVPD basis set

Structure (SMILES)   NC(=O)NCC=O
Orbital gap   10.32 eV
E_LUMO   0.71 eV
Total charge   0

CARTESIAN COORDINATES (ANGSTROEM)
N 0.1109 -0.4093 -1.8832
C 0.1314 -1.2185 -0.7885
O 0.5615 -2.3536 -0.8170
N -0.4231 -0.6691 0.3565
C -0.5311 0.8199 0.6208
C 0.6248 0.9130 1.5816
O 1.6193 1.5080 1.2546
H 0.3261 -0.8144 -2.7813
H -0.2279 0.5356 -1.9833
H -0.9162 -1.2651 1.0202
H -1.5390 1.0312 1.0301
H -0.2209 1.4229 -0.2254
H 0.4842 0.4994 2.6150

Forces on atoms 1 to 6 (eV/Å):
N 0.2412 0.5302 -1.3619
C -0.4022 -0.2971 0.3066
O -0.2843 0.0532 -0.0952
N -0.7822 1.4061 0.1331
C 0.0575 -2.3254 0.5289
C -0.3136 1.7260 0.6813

=====

Molecular formula: C3H6N2O2
Method: DFT, ωB97M-V with the def2-TZVPD basis set

Spin multiplicity   3
Orbital gap (spin up / spin down)   6.42 / 9.27 eV
E_LUMO (spin up / spin down)   0.74 / -0.81 eV
Total charge   0

CARTESIAN COORDINATES (ANGSTROEM)
C -2.8404 0.1801 -0.1756
C -0.6952 -0.6323 0.6931
C 0.7126 1.2277 0.3918
N 0.2818 -0.0415 0.0936
N 0.7386 -0.6233 -1.1057
O -3.4854 -0.7368 0.1538
O -2.4177 1.2231 -0.4538
H -0.7921 -0.2388 1.7397
H -0.7554 -1.7926 0.3690
H 0.3970 1.6750 1.2490
H 1.6048 1.6180 -0.1286
H -0.1023 -0.7613 -1.7024
H 1.3757 0.1119 -1.4795

Forces on atoms 1 to 6 (eV/Å):
C -0.8166 -0.4142 1.0326
C -2.6794 -4.0321 2.4687
C 1.7691 0.4511 -2.0661
N 3.4087 0.9319 -2.4872
N 0.2280 0.7775 -0.4866
O 0.0982 -0.0663 -0.4369

=====

Molecular formula: C3H6N2O2P
Method: DFT, ωB97M-V with the def2-TZVPD basis set

Orbital gap   7.83 eV
E_LUMO   4.26 eV
Total charge   -1

CARTESIAN COORDINATES (ANGSTROEM)
C -1.7857 -0.1098 -0.0497
C 0.7038 -1.2313 0.0134
C -0.7421 0.1730 -1.1012
N 0.9610 -0.4346 1.1045
N 1.3626 0.7988 0.5430
O -1.5625 0.4154 1.0365
O -2.6430 -0.9505 -0.3232
P -0.0397 1.6314 -0.3531
H 0.1374 -2.2541 0.0752
H 1.5659 -1.3137 -0.5931
H -0.7633 -0.1105 -2.1341
H 0.1394 -0.2714 1.7929
H 1.6934 1.5526 1.2418
H 0.9727 2.1048 -1.2529

Forces on atoms 1 to 6 (eV/Å):
C -0.2137 -2.3768 -2.9232
C -2.6215 -1.1029 -0.3552
C 1.9511 -0.0821 2.3312
N -1.0566 1.0062 1.4062
N 0.3789 1.8103 1.2364
O 0.5005 1.5248 2.6451

=====

Molecular formula: C3H6N2O2S
Method: DFT, ωB97M-V with the def2-TZVPD basis set

Structure (SMILES)   O/N=C/CC(=S)NO
Orbital gap   9.12 eV
E_LUMO   0.60 eV
Total charge   0

CARTESIAN COORDINATES (ANGSTROEM)
O 3.0480 -0.6100 -0.6626
N 1.8930 -0.0796 -0.1625
C 1.2071 -0.9161 0.5134
C -0.0890 -0.5173 1.1538
C -1.0881 0.0535 0.1730
S -2.3777 -0.7712 -0.4432
N -0.8056 1.3056 -0.2626
O 0.2098 2.0610 0.2930
H 3.4084 0.1070 -1.1723
H 1.6122 -1.9313 0.5888
H 0.1141 0.2266 1.9494
H -0.5525 -1.4499 1.5875
H -1.4136 1.8168 -0.9017
H 1.0204 1.6591 -0.0695

Forces on atoms 1 to 6 (eV/Å):
O 0.1969 -0.6601 0.0877
N -1.1028 0.0487 0.6346
C 0.9618 0.1873 -0.7141
C -0.5598 -0.8966 0.8165
C 0.0234 0.9229 -0.8083
S 0.1801 0.0284 0.2186

=====

Molecular formula: C3H6N2O2S
Method: DFT, ωB97M-V with the def2-TZVPD basis set

Orbital gap   8.89 eV
E_LUMO   0.13 eV
Total charge   0

CARTESIAN COORDINATES (ANGSTROEM)
C 1.6109 -0.7465 -2.4015
C 0.4169 -0.2208 -0.4834
C -0.9158 0.2832 1.4037
H 1.9877 -1.9963 -1.7904
H 2.5631 0.1705 -1.9754
H 1.1230 -0.7657 -3.6863
H -1.3677 1.0768 -0.2869
H -0.2320 -0.4068 1.9694
H -2.8118 2.3276 1.7575
N -0.5836 0.4310 0.2008
N -1.6501 0.9840 2.1061
O 0.4743 -0.0658 -1.8386
O -2.0298 2.1083 1.2280
S 1.2591 -1.4092 0.1022

Forces on atoms 1 to 6 (eV/Å):
C 1.7575 0.5364 -1.9462
C -2.0050 -0.4504 -1.6592
C 3.3689 -3.9075 6.1766
H -1.7115 4.2353 -2.4729
H -2.3037 -3.2693 -2.1424
H 2.4134 0.0834 3.9658

=====

Molecular formula: C3H6N2O2S2
Method: DFT, ωB97M-V with the def2-TZVPD basis set

Orbital gap   9.48 eV
E_LUMO   0.48 eV
Total charge   0

CARTESIAN COORDINATES (ANGSTROEM)
C 0.3349 0.9401 2.1132
C -1.1706 -0.2466 0.3998
C 0.7519 -0.9866 -1.7884
N 0.9645 -0.2586 1.7979
N 0.4889 -1.0216 1.0441
O 0.0614 1.5587 -1.0088
O -1.6634 0.3266 -2.1695
S -1.4007 1.0023 1.4685
S -0.5155 0.2836 -1.2788
H 0.3652 1.2679 3.0982
H 0.9406 1.8380 1.6966
H -1.8942 -1.1316 0.3780
H 0.4072 -1.9439 -1.8320
H 0.7426 -0.7400 -2.8440
H 1.5874 -0.8883 -1.0748

Forces on atoms 1 to 6 (eV/Å):
C 0.5269 3.8342 -1.7996
C 1.7578 -3.3619 -1.4658
C -0.5225 3.4326 0.4225
N 0.4493 -0.1227 0.6544
N -1.8141 -0.5003 -1.2903
O 1.6957 0.4445 -0.0009

=====

Molecular formula: C3H6N2O3
Method: DFT, ωB97M-V with the def2-TZVPD basis set

Structure (SMILES)   NCC(=O)NC(=O)O
Orbital gap   10.65 eV
E_LUMO   0.48 eV
Total charge   0

CARTESIAN COORDINATES (ANGSTROEM)
N -1.0242 -0.6003 2.8082
C -1.1112 0.4519 1.7687
C -0.7603 0.0139 0.3194
O -1.0249 -1.0973 -0.0881
N 0.1137 0.8160 -0.4060
C 1.1109 0.3135 -1.2254
O 2.2176 0.7401 -1.3673
O 0.6548 -0.5579 -2.1668
H -1.9673 -0.9649 2.8461
H -0.3091 -1.2666 2.5481
H -2.0490 0.9230 1.9739
H -0.3635 1.3014 1.9404
H 0.2127 1.7902 -0.1837
H 0.0470 -1.2603 -1.8648

Forces on atoms 1 to 6 (eV/Å):
N -0.0519 1.4274 -1.2795
C 2.1276 1.3471 0.5884
C -0.1152 -0.9111 0.2996
O -0.1516 -0.1065 0.1544
N -0.4225 0.6424 1.1792
C -0.2404 -0.6939 -3.0608

=====

| no. | electronic energy (eV) |
| --- | --- |
| 1 | -8232.740 |
| 2 | -8235.310 |
| 3 | -8233.308 |
| 4 | -10283.032 |
| 5 | -10283.476 |
| 6 | -10283.512 |
| 7 | -10279.121 |
| 8 | -10282.287 |
| 9 | -10280.053 |
| 10 | -10281.227 |
| 11 | -10282.184 |
| 12 | -10280.077 |
| 13 | -10283.068 |
| 14 | -10283.141 |
| 15 | -10278.555 |
| 16 | -19570.231 |
| 17 | -21115.437 |
| 18 | -21111.778 |
| 19 | -31950.029 |
| 20 | -12331.014 |